C14H19NO4S | the ωB97M-V functional and the def2-TZVPD basis

Output
HOMO, eV: -9.35
Gap between HOMO and LUMO, eV: 9.95
SMILES: Cc1ccc(S(=O)(=O)C[C@@H](O)CN2CCCC2=O)cc1
ΔE to the lowest compared entry with this formula, charge and spin, kcal/mol: 14.1
LUMO, eV: 0.6

The geometry in ORCA input format:
```
! RIJCOSX wB97M-V def2-TZVPD def2/J DEFGRID3
* xyz 0 1
C 6.274 0.088 0.655
C 4.808 0.150 0.357
C 3.952 0.892 1.166
C 2.595 0.937 0.902
C 2.093 0.237 -0.177
S 0.332 0.263 -0.510
O -0.213 1.495 0.006
O 0.128 -0.002 -1.913
C -0.316 -1.117 0.490
C -1.342 -2.012 -0.218
O -1.930 -2.882 0.702
C -2.399 -1.217 -1.016
N -2.879 -0.008 -0.385
C -3.076 1.190 -1.180
C -3.958 2.071 -0.293
C -3.606 1.595 1.113
C -3.191 0.153 0.908
O -3.123 -0.706 1.776
C 2.922 -0.508 -0.994
C 4.278 -0.548 -0.725
H 6.602 0.980 1.182
H 6.485 -0.775 1.287
H 6.851 -0.018 -0.260
H 4.354 1.441 2.004
H 1.918 1.520 1.507
H -0.756 -0.663 1.375
H 0.545 -1.712 0.785
H -0.819 -2.652 -0.939
H -2.472 -2.325 1.305
H -1.961 -0.927 -1.971
H -3.239 -1.902 -1.198
H -2.107 1.659 -1.377
H -3.551 0.937 -2.131
H -5.012 1.881 -0.500
H -3.759 3.129 -0.442
H -2.733 2.127 1.499
H -4.416 1.680 1.834
H 2.494 -1.028 -1.837
H 4.935 -1.122 -1.361
*
```